DFT (ωB97M-V with the def2-TZVPD basis set) results for a structure of composition C28H85F2N8O15PbS2 in a non-equilibrium geometry.

- Relative energy (zero: lowest compared OMol25 entry of this formula, charge and spin): 51.30 kcal/mol

Structure (ORCA input):
```
! RIJCOSX wB97M-V def2-TZVPD def2/J DEFGRID3
* xyz 1 1
Pb -2.072 -1.226 3.284
N -0.806 -0.371 1.317
S 0.407 0.513 1.033
O 0.183 1.765 0.356
O 1.603 -0.317 0.797
F 0.738 1.091 2.505
S -0.980 -0.904 -0.375
O -0.869 -2.322 -0.321
O -0.251 -0.186 -1.454
F -2.505 -0.622 -0.612
O -0.264 0.483 4.753
H -0.093 0.098 5.612
H -0.449 1.405 4.935
O 0.370 -4.844 1.660
H 1.148 -4.919 2.212
H 0.508 -4.040 1.160
O -2.380 -3.407 1.980
H -1.556 -3.890 2.044
H -2.830 -3.797 1.231
O 4.435 -0.308 -0.087
H 3.498 -0.475 0.019
H 4.521 0.641 -0.003
C 4.057 -2.602 2.398
C 3.382 -4.003 2.550
C 4.381 -5.137 2.736
O 3.629 -6.327 2.460
C 4.252 -7.554 2.635
N 2.373 -3.982 3.641
H 3.304 -2.032 1.854
H 5.013 -2.696 1.884
H 4.255 -2.193 3.389
H 2.819 -4.143 1.627
H 4.838 -5.132 3.726
H 5.272 -4.985 2.128
H 3.416 -8.228 2.822
H 5.002 -7.634 3.423
H 4.800 -7.970 1.790
H 2.115 -4.941 3.822
H 2.913 -3.681 4.440
C 3.714 5.439 7.796
C 4.259 4.689 6.642
C 3.228 4.274 5.603
O 3.943 3.700 4.435
C 3.134 2.807 3.594
N 5.156 5.668 5.971
H 4.402 5.645 8.616
H 2.869 4.895 8.218
H 3.286 6.385 7.465
H 4.815 3.860 7.080
H 2.732 5.115 5.118
H 2.486 3.660 6.113
H 3.686 2.459 2.722
H 2.220 3.255 3.202
H 2.804 1.985 4.230
H 5.984 5.616 6.547
H 5.358 5.196 5.101
C -2.639 0.809 -4.614
C -1.990 2.036 -3.888
C -2.522 2.480 -2.535
O -3.783 2.928 -2.675
C -4.381 3.383 -1.476
N -0.542 2.014 -3.851
H -2.385 0.708 -5.669
H -3.710 0.989 -4.529
H -2.464 -0.173 -4.177
H -1.923 2.969 -4.447
H -1.849 3.260 -2.182
H -2.417 1.672 -1.810
H -5.452 3.469 -1.657
H -3.914 4.331 -1.210
H -4.287 2.672 -0.655
H -0.287 1.415 -3.079
H -0.108 1.729 -4.717
C -6.277 -0.261 1.499
C -4.808 -0.257 1.992
C -4.514 1.017 2.923
O -3.178 1.088 3.343
C -2.548 2.379 3.345
N -4.563 -1.511 2.700
H -6.445 -1.073 0.791
H -6.642 0.539 0.855
H -6.947 -0.346 2.355
H -4.273 -0.143 1.050
H -4.983 0.934 3.903
H -4.847 2.016 2.641
H -2.801 2.931 2.440
H -1.470 2.340 3.190
H -2.842 3.046 4.156
H -5.155 -2.174 2.219
H -5.035 -1.518 3.593
C 1.111 5.975 -0.562
C 0.578 5.266 -1.801
C 1.196 5.896 -3.082
O 0.741 7.192 -3.186
C 0.387 7.480 -4.536
N 0.920 3.792 -1.571
H 0.725 5.503 0.341
H 0.869 7.035 -0.644
H 2.200 6.003 -0.589
H -0.485 5.472 -1.921
H 0.984 5.222 -3.912
H 2.284 5.913 -3.009
H -0.080 8.464 -4.536
H -0.391 6.800 -4.884
H 1.253 7.608 -5.185
H 0.244 3.393 -0.936
H 0.570 3.330 -2.399
C -0.270 -2.479 -4.651
C 0.555 -1.270 -5.197
C 1.679 -0.768 -4.235
O 1.961 0.570 -4.499
C 2.704 1.035 -3.362
N 1.028 -1.694 -6.501
H -0.648 -2.315 -3.642
H 0.334 -3.386 -4.621
H -1.138 -2.619 -5.296
H -0.133 -0.462 -5.444
H 2.596 -1.346 -4.117
H 1.105 -0.936 -3.324
H 3.652 0.498 -3.330
H 2.463 0.943 -2.302
H 3.117 2.042 -3.412
H 0.959 -2.697 -6.595
H 2.032 -1.585 -6.490
C -2.648 -7.238 -1.684
C -2.148 -5.849 -1.936
C -2.979 -5.095 -3.006
O -2.823 -5.622 -4.306
C -3.289 -4.760 -5.398
N -1.925 -5.177 -0.746
H -2.172 -7.854 -2.448
H -3.690 -7.294 -1.999
H -2.644 -7.564 -0.644
H -1.151 -5.845 -2.376
H -2.661 -4.055 -3.088
H -4.037 -4.995 -2.764
H -2.927 -3.735 -5.310
H -4.369 -4.671 -5.284
H -3.210 -5.428 -6.256
H -1.324 -4.367 -0.803
H -1.380 -5.802 -0.169
*
```

---

DFT (ωB97M-V with the def2-TZVPD basis set) results for a structure of composition C28H87AsF6N7O12 in a non-equilibrium geometry.

Structure (ORCA input):
```
! RIJCOSX wB97M-V def2-TZVPD def2/J DEFGRID3
* xyz -1 1
As 4.115 8.473 -11.103
F 3.993 10.215 -11.405
F 5.371 8.732 -9.829
F 4.275 6.635 -10.926
F 3.002 8.315 -12.504
F 5.511 8.457 -12.251
F 2.830 8.600 -9.880
O 1.338 10.999 -16.020
H 0.543 11.448 -15.733
H 1.594 10.461 -15.271
O 8.498 8.099 -6.809
H 8.482 8.293 -5.872
H 7.626 8.343 -7.119
O 7.669 4.901 -8.682
H 7.198 4.641 -9.474
H 7.146 4.545 -7.964
O 5.043 9.017 -16.214
H 4.132 9.288 -16.104
H 5.291 8.659 -15.362
O 9.982 7.690 -10.867
H 9.131 7.738 -11.304
H 10.591 8.098 -11.482
C 8.108 13.377 -10.754
C 7.134 14.479 -10.361
C 6.555 15.225 -11.556
O 6.120 16.539 -11.280
C 5.395 17.290 -12.298
N 6.052 13.820 -9.667
H 8.340 12.871 -9.817
H 9.085 13.665 -11.142
H 7.605 12.683 -11.427
H 7.647 15.224 -9.754
H 5.869 14.714 -12.231
H 7.347 15.496 -12.254
H 6.020 17.730 -13.076
H 4.829 18.077 -11.800
H 4.780 16.522 -12.768
H 5.726 12.991 -10.142
H 5.264 14.381 -9.956
C 2.917 -1.629 -12.688
C 2.587 -0.130 -13.003
C 3.495 0.781 -12.115
O 3.481 0.462 -10.712
C 2.257 0.869 -10.162
N 2.744 0.081 -14.470
H 3.969 -1.729 -12.421
H 2.591 -2.429 -13.353
H 2.310 -1.868 -11.814
H 1.515 0.008 -12.865
H 3.280 1.824 -12.345
H 4.531 0.662 -12.430
H 2.271 0.932 -9.074
H 1.463 0.215 -10.523
H 2.090 1.919 -10.401
H 3.670 -0.082 -14.838
H 2.209 -0.431 -15.156
C 1.936 10.917 -3.614
C 2.529 9.660 -4.137
C 1.594 8.501 -4.664
O 2.300 7.297 -4.964
C 1.534 6.200 -5.363
N 3.298 9.850 -5.307
H 1.541 10.703 -2.621
H 1.071 11.199 -4.214
H 2.652 11.720 -3.437
H 3.252 9.345 -3.384
H 1.077 8.851 -5.557
H 0.823 8.457 -3.895
H 2.034 5.255 -5.574
H 1.021 6.426 -6.298
H 0.794 5.908 -4.617
H 2.844 10.544 -5.883
H 3.133 9.065 -5.921
C 0.916 14.712 -10.232
C -0.008 13.742 -9.487
C -1.341 14.339 -8.944
O -1.178 15.029 -7.715
C -1.326 16.370 -7.620
N -0.250 12.618 -10.365
H 0.445 14.915 -11.194
H 1.903 14.287 -10.415
H 1.147 15.633 -9.697
H 0.491 13.388 -8.585
H -2.021 13.530 -8.678
H -1.890 14.979 -9.635
H -2.041 16.781 -8.333
H -0.373 16.871 -7.792
H -1.710 16.737 -6.668
H -0.813 12.043 -9.754
H 0.626 12.151 -10.548
C 12.704 2.299 -11.556
C 11.604 3.323 -11.570
C 10.399 2.899 -12.459
O 9.448 3.939 -12.455
C 8.578 3.963 -13.585
N 11.242 3.596 -10.172
H 13.415 2.591 -10.783
H 13.135 2.221 -12.554
H 12.426 1.293 -11.241
H 11.981 4.308 -11.846
H 9.864 1.966 -12.284
H 10.708 2.684 -13.482
H 9.079 3.996 -14.552
H 7.823 4.739 -13.466
H 8.024 3.024 -13.576
H 12.010 3.097 -9.747
H 10.561 2.862 -10.038
C 12.945 11.313 -15.021
C 11.665 10.616 -14.446
C 10.507 10.537 -15.412
O 10.262 11.788 -15.952
C 8.988 11.845 -16.563
N 12.007 9.276 -14.109
H 12.737 12.358 -15.251
H 13.363 10.770 -15.869
H 13.678 11.448 -14.226
H 11.261 11.166 -13.596
H 9.573 10.243 -14.932
H 10.619 9.831 -16.235
H 8.587 10.974 -17.082
H 8.904 12.753 -17.160
H 8.199 12.067 -15.844
H 12.975 9.186 -13.835
H 12.094 8.912 -15.047
C -5.066 8.302 -8.349
C -4.064 8.233 -7.178
C -4.092 6.823 -6.396
O -3.123 6.887 -5.300
C -3.663 7.367 -4.087
N -2.717 8.610 -7.576
H -6.051 8.526 -7.940
H -4.967 7.380 -8.921
H -4.857 9.118 -9.041
H -4.486 9.021 -6.554
H -3.906 6.081 -7.173
H -5.111 6.573 -6.100
H -4.227 8.285 -4.256
H -2.806 7.755 -3.536
H -4.194 6.700 -3.407
H -2.468 7.911 -8.262
H -2.155 8.418 -6.760
*
```

---

DFT (ωB97M-V with the def2-TZVPD basis set) results for a cluster of 16 separate species, C28H88N4O16 in total in a non-equilibrium geometry.

Structure (ORCA input):
```
! RIJCOSX wB97M-V def2-TZVPD def2/J DEFGRID3
* xyz 0 1
C 4.049 -3.573 0.460
O 3.481 -4.243 1.567
H 3.547 -2.609 0.325
H 5.119 -3.414 0.576
H 3.885 -4.142 -0.462
H 2.778 -4.824 1.242
C 3.547 2.545 -2.739
O 2.847 1.560 -2.001
H 3.621 3.481 -2.195
H 4.580 2.240 -2.965
H 3.066 2.682 -3.713
H 2.618 0.809 -2.573
C -2.442 -2.029 -3.956
O -2.672 -3.285 -3.348
H -1.710 -1.437 -3.393
H -2.050 -2.201 -4.959
H -3.347 -1.420 -4.068
H -2.789 -3.157 -2.391
C 2.932 -1.382 -4.043
O 2.141 -0.934 -2.957
H 3.078 -0.561 -4.746
H 3.935 -1.674 -3.709
H 2.474 -2.214 -4.580
H 1.830 -1.706 -2.467
C -3.177 -3.628 0.450
O -2.588 -2.863 -0.584
H -3.787 -3.022 1.126
H -3.807 -4.395 0.003
H -2.400 -4.132 1.038
H -2.093 -2.139 -0.153
C 0.577 -3.863 -2.754
O 1.563 -3.522 -1.774
H 0.272 -4.910 -2.665
H -0.316 -3.246 -2.654
H 0.993 -3.771 -3.760
H 1.671 -4.284 -1.198
C -3.109 2.775 -0.037
O -3.703 2.067 1.039
H -3.906 3.220 -0.628
H -2.543 3.634 0.343
H -2.419 2.153 -0.608
H -3.016 1.675 1.600
C 0.288 1.485 -4.938
O -0.209 2.013 -6.155
H -0.253 1.825 -4.051
H 0.246 0.398 -5.005
H 1.342 1.756 -4.781
H -0.414 2.943 -6.019
C -3.320 0.470 3.818
O -2.463 0.407 2.923
N -4.563 0.994 3.588
N -2.989 0.173 5.108
H -4.729 1.323 2.646
H -5.289 0.899 4.272
H -3.686 0.207 5.827
H -2.040 -0.143 5.232
C -0.388 4.216 -1.610
O -0.819 4.120 -2.754
N 0.506 3.315 -1.088
N -0.751 5.191 -0.713
H 0.779 3.405 -0.125
H 0.908 2.597 -1.664
H -1.576 5.716 -0.949
H -0.583 4.983 0.264
C -0.255 -6.295 2.196
C 0.008 -5.318 1.069
C 0.068 -3.880 1.525
O 1.312 -5.616 0.501
H -0.278 -7.326 1.823
H -1.212 -6.141 2.700
H 0.533 -6.284 2.951
H -0.747 -5.442 0.287
H 0.361 -3.230 0.703
H 0.743 -3.761 2.373
H -0.921 -3.574 1.875
H 1.290 -6.435 -0.004
C -0.132 -1.977 4.780
C 0.625 -1.066 5.731
C 1.450 -0.095 4.901
O -0.378 -0.326 6.469
H 0.574 -2.666 4.318
H -0.632 -1.394 4.005
H -0.881 -2.575 5.304
H 1.272 -1.664 6.374
H 0.829 0.474 4.208
H 2.211 -0.633 4.332
H 1.957 0.633 5.545
H 0.136 0.269 7.025
C 4.866 -0.118 1.359
C 5.187 1.078 0.472
C 4.527 2.344 0.967
O 6.601 1.294 0.464
H 5.195 0.096 2.380
H 5.397 -0.997 0.995
H 3.800 -0.340 1.439
H 4.789 0.861 -0.525
H 4.968 3.223 0.496
H 4.539 2.437 2.053
H 3.489 2.340 0.620
H 7.024 0.513 0.093
C -0.984 3.323 3.054
C 0.256 4.179 3.181
C 1.483 3.337 3.488
O 0.447 4.819 1.891
H -0.858 2.636 2.205
H -1.869 3.905 2.789
H -1.162 2.671 3.909
H 0.152 4.950 3.948
H 1.546 2.505 2.783
H 1.441 2.926 4.501
H 2.399 3.927 3.455
H 0.703 5.735 2.036
C 1.051 -0.402 0.669
C -0.340 0.016 0.186
C -0.469 -0.074 -1.315
O -1.317 -0.869 0.762
H 1.079 -0.744 1.705
H 1.753 0.429 0.530
H 1.440 -1.245 0.085
H -0.495 1.041 0.541
H 0.248 0.635 -1.720
H -1.480 0.231 -1.595
H -0.323 -1.103 -1.638
H -1.581 -0.510 1.625
C -5.308 3.580 -4.865
C -4.457 2.318 -5.000
C -3.415 2.205 -3.898
O -5.272 1.142 -5.073
H -4.741 4.430 -5.240
H -5.561 3.735 -3.811
H -6.255 3.471 -5.391
H -3.922 2.338 -5.952
H -2.650 2.969 -4.022
H -2.939 1.224 -3.982
H -3.856 2.232 -2.899
H -5.785 1.068 -4.262
*
```

---

DFT (ωB97M-V with the def2-TZVPD basis set) results for a structure of composition C29H16BrN3O6Ti.

- Relative energy (zero: lowest compared OMol25 entry of this formula, charge and spin): 0.00 kcal/mol

Structure (ORCA input):
```
! RIJCOSX wB97M-V def2-TZVPD def2/J DEFGRID3
* xyz 0 1
Ti -0.264 -0.001 -0.330
Br 0.385 -6.447 3.435
C 0.282 -4.980 2.255
C 0.449 -5.178 0.886
C 0.380 -4.111 0.011
C 0.142 -2.831 0.498
O 0.088 -1.805 -0.349
C -0.029 -2.623 1.873
C -0.286 -1.325 2.464
N -0.390 -0.213 1.836
C -0.684 0.998 2.545
C -0.797 1.130 3.901
C -1.163 2.367 4.474
C -1.415 3.452 3.686
C -1.290 3.349 2.282
C -1.543 4.429 1.400
C -1.411 4.251 0.059
C -1.020 2.984 -0.423
N -0.779 1.968 0.368
C -0.905 2.126 1.718
C 0.044 -3.717 2.746
H 0.636 -6.174 0.508
H 0.513 -4.246 -1.053
H -0.410 -1.344 3.545
H -0.609 0.295 4.560
H -1.249 2.441 5.549
H -1.706 4.399 4.122
H -1.846 5.387 1.806
H -1.604 5.045 -0.648
H -0.908 2.797 -1.484
H -0.087 -3.561 3.809
O 4.558 0.831 -3.739
C 3.591 0.765 -3.044
C 3.573 0.754 -1.494
O 4.522 0.817 -0.764
C 2.137 0.671 -1.146
C 1.361 0.611 -2.269
O 0.023 0.532 -2.114
C 2.119 0.655 -3.514
O 1.728 0.626 -4.651
O 1.587 0.656 0.041
C -2.423 -0.298 -0.382
C -3.341 0.854 -0.415
C -3.903 1.365 0.759
C -4.646 2.531 0.750
C -4.855 3.210 -0.449
C -4.335 2.698 -1.636
C -3.588 1.534 -1.613
C -5.588 4.450 -0.451
N -6.157 5.450 -0.454
H -2.402 -0.827 -1.345
H -2.661 -1.022 0.399
H -3.741 0.842 1.695
H -5.066 2.924 1.666
H -4.512 3.218 -2.568
H -3.171 1.147 -2.535
*
```

---

no.,HOMO energy (eV)
1,-10.24
2,-6.84
3,-9.36
4,-8.60